Formula: C4H6AgO4
Source: OMol25
Level of theory: wB97M-V/def2-TZVPD

Relative energy (zero: lowest compared OMol25 entry of this formula, charge and spin) (kJ/mol): 0.0
HOMO (eV): -13.24
Net charge: +1
Frontier orbital gap (eV): 8.43
Energy (eV): -16421.1787

Cartesian coordinates (Å):
C 1.331 1.695 0.598
Ag 0.190 -0.522 -2.642
H 2.438 1.927 2.357
H -2.178 -3.255 0.576
O 1.297 0.674 -0.108
C -2.468 -2.262 -1.384
O -1.407 -2.468 -1.929
H -3.161 -1.527 -1.845
H 0.419 2.309 0.618
H 2.661 3.202 1.169
O -0.073 0.119 -0.484
H 3.443 1.594 0.885
C -2.574 -2.315 0.140
C 2.563 2.111 1.278
O -2.481 -1.283 0.771

=====

Formula: C24H40FeO8Si4Te
Source: OMol25
Level of theory: wB97M-V/def2-TZVPD

Relative energy (zero: lowest compared OMol25 entry of this formula, charge and spin) (kJ/mol): 0.0
HOMO (spin up / spin down) (eV): -1.89 / -1.99
Spin multiplicity: 5
Net charge: -2
Frontier orbital gap (spin up / spin down) (eV): 6.10 / 6.20
Energy (eV): -115116.8611

Cartesian coordinates (Å):
H -7.568 -4.069 -1.520
H -1.990 -6.720 -1.397
Te -2.444 -1.713 -0.216
H -1.660 2.625 0.645
H -4.538 -4.426 -3.669
C 0.382 -2.513 -3.070
C -7.704 -3.138 -0.960
C -2.205 1.787 3.845
C -6.107 -5.055 2.343
H -2.398 -6.259 0.274
H -8.535 -2.583 -1.411
C 0.693 -3.105 -1.721
H -5.721 -2.493 -3.399
H 0.478 3.115 2.296
C 0.036 -0.585 -4.498
H -1.754 2.053 4.804
Si -6.142 -2.091 -0.979
Si -3.846 -5.098 -1.376
C 1.021 -0.095 2.934
H -3.229 1.457 4.021
O 0.499 0.848 -0.038
H -1.609 -0.326 3.410
C 0.079 1.093 3.082
O 0.173 -4.696 -4.043
O 0.877 -2.333 -0.737
O 0.823 -4.350 -1.666
H -0.478 -1.020 -6.541
C -6.501 -0.518 -0.037
Si -4.326 -3.222 -0.088
H -4.928 -7.225 -2.024
H -2.987 -5.306 -3.684
H -5.892 -5.985 1.805
C -0.228 -1.435 -5.570
C 0.863 1.870 0.660
H -0.002 0.490 -4.620
C -5.187 -2.280 3.109
C -2.155 2.937 2.800
O 0.658 -1.022 2.127
H -6.571 -0.951 -3.133
C -0.176 -2.809 -5.411
C 0.091 2.164 1.940
H -7.986 -3.409 0.063
H 0.419 -4.835 -3.075
H -4.388 -1.533 3.036
H -1.458 -5.159 -0.745
H -3.156 3.242 2.494
H -2.932 -5.485 2.434
H -6.105 -1.816 2.734
C -5.202 -6.403 -1.353
H -6.164 -5.997 -1.683
H -7.206 0.104 -0.600
O -1.847 0.891 1.756
C -1.417 2.251 1.636
H 0.359 1.561 4.024
H -6.226 -5.291 3.407
C -3.176 -4.511 2.869
H -7.063 -4.674 1.966
H -0.380 -3.483 -6.234
H -3.040 -3.614 -3.179
C -3.586 -4.564 -3.145
H -1.618 3.819 3.155
C -2.279 -5.885 -0.749
C -5.787 -1.614 -2.750
Fe -0.144 -0.965 0.294
H -5.575 0.047 0.114
Si -4.727 -3.799 2.121
H -5.335 -2.539 4.164
C 0.339 -1.136 -3.264
H -5.344 -6.815 -0.348
H -3.290 -4.631 3.953
O 1.715 2.683 0.306
H -2.327 -3.846 2.676
H 0.554 -0.488 -2.423
H -4.824 -1.094 -2.808
H -6.929 -0.723 0.949
C 0.133 -3.359 -4.165
C -1.413 0.699 3.109
O 2.027 -0.117 3.645

=====

Formula: C5H13N
Source: OMol25
Level of theory: wB97M-V/def2-TZVPD

Relative energy (zero: lowest compared OMol25 entry of this formula, charge and spin) (kJ/mol): 80.9
HOMO (eV): -8.30
SMILES: CCCNCC
Net charge: 0
Frontier orbital gap (eV): 9.44
Energy (eV): -6885.3585

Cartesian coordinates (Å):
H 1.101 0.386 -1.966
H -1.592 1.666 -1.153
C -0.792 1.533 -1.893
H -0.370 2.537 -1.955
C 0.189 0.508 -1.379
H -0.297 -0.471 -1.412
C 0.476 -2.076 0.849
H 1.517 -1.843 1.087
H 0.234 -3.011 1.350
C -0.497 -1.030 1.335
C 0.734 0.768 0.043
H -1.475 -1.185 0.843
H -1.247 1.157 -2.806
H 0.788 1.857 0.171
H -0.761 -1.200 2.384
H 1.782 0.468 0.122
H 0.499 -2.090 -0.240
N -0.026 0.340 1.202
H -0.748 1.003 1.448

=====

Formula: C27H58F3N6O9S
Source: OMol25
Level of theory: wB97M-V/def2-TZVPD

Relative energy (zero: lowest compared OMol25 entry of this formula, charge and spin) (kJ/mol): 0.0
HOMO (eV): -10.90
Net charge: +1
Frontier orbital gap (eV): 8.09
Energy (eV): -75291.2315

Cartesian coordinates (Å):
O -2.721 -2.784 0.597
C -4.556 -1.965 -4.421
H -3.082 -0.925 -0.819
O -0.529 5.160 -2.585
C -2.085 1.653 2.797
H 7.844 3.486 -2.525
H 11.208 3.892 -3.097
O 0.325 3.413 0.743
C -0.627 3.847 -3.237
C 0.574 1.587 -3.082
H 3.933 6.102 -2.639
H -2.731 2.265 3.426
H -0.145 3.862 -4.217
N -3.393 -1.146 -4.130
N -1.413 2.491 1.814
C -2.024 -8.564 0.756
H -1.691 3.738 -3.436
H -4.518 -1.532 3.558
H -1.815 -7.580 0.348
C 2.227 4.719 -2.796
C -5.234 -1.472 6.821
H -6.747 -2.664 5.205
H 0.706 0.850 2.455
C -4.510 -1.219 5.519
C 7.797 4.148 -1.660
H -0.167 0.889 -3.456
H 1.779 1.403 -1.254
N 10.222 4.192 -1.274
C 2.044 6.909 -0.104
H -2.948 -8.935 0.313
H -0.136 -6.105 0.959
F 4.153 3.289 -3.823
H 0.628 -4.913 2.023
H -5.302 -2.541 7.025
H 0.886 5.017 -0.127
H -0.949 2.302 -1.801
H 11.094 5.579 -2.578
H -4.637 -0.923 -1.666
H 1.866 2.174 2.276
S 0.891 5.856 -2.405
H 1.931 3.958 -3.514
H -2.518 -9.442 3.937
C -6.269 -2.517 4.243
H 3.006 6.176 -4.170
C 1.551 0.827 -2.154
H -1.882 -11.601 2.867
H -1.366 1.143 3.427
N -5.056 -1.737 4.387
H 1.134 -0.134 -1.860
H -2.506 -10.946 1.349
H -2.697 0.906 2.292
O -2.038 -7.383 2.848
C 8.991 3.948 -0.753
H -4.263 -2.842 -4.999
C 3.400 5.526 -3.389
C 0.846 1.927 2.551
C -2.249 -3.696 1.273
H 2.505 0.646 -2.650
H 1.164 1.935 -3.940
H -3.619 -2.381 -1.642
F 4.387 4.750 -5.405
N -1.039 -4.221 0.977
H 0.555 3.170 -1.588
O -1.900 -0.094 -2.823
H 0.682 2.216 3.589
H 7.732 5.181 -2.001
H -6.969 -2.007 3.579
C -3.610 -1.296 -1.685
C -2.983 -4.247 2.466
H -3.191 -5.310 2.356
H -6.239 -1.049 6.794
C -0.329 -5.294 1.660
H -6.042 -3.494 3.813
H -3.614 -11.295 2.681
C 0.933 6.002 -0.610
H -3.919 -3.703 2.555
O 3.319 6.498 -0.275
O -3.473 -0.576 5.468
H -0.599 -3.788 0.180
F 5.651 4.848 -3.644
C 10.562 4.627 -2.614
C -2.903 -0.801 -2.917
H -1.207 -9.236 0.493
O 1.791 7.939 0.433
C 4.404 4.591 -4.072
H 10.972 4.040 -0.618
C -0.094 2.668 1.637
H -5.027 -2.294 -3.501
C -0.102 2.733 -2.338
O 8.858 3.583 0.403
H 6.909 3.908 -1.082
H -4.674 -0.996 7.620
C -2.619 -10.929 2.427
H -0.007 6.509 -0.389
H -0.904 -5.687 2.491
H -2.396 -4.090 3.371
N -2.437 -9.583 2.942
H 9.668 4.752 -3.216
H -1.985 3.013 1.169
H -5.282 -1.395 -5.003
H -2.865 -0.779 -4.906
H 3.354 5.532 -0.308
C -2.162 -8.450 2.257
H 2.527 4.192 -1.890

=====

Formula: C3H10BNO
Source: OMol25
Level of theory: wB97M-V/def2-TZVPD

Relative energy (zero: lowest compared OMol25 entry of this formula, charge and spin) (kJ/mol): 318.7
HOMO (eV): -6.89
Net charge: 0
Frontier orbital gap (eV): 7.10
Energy (eV): -7485.6222

Cartesian coordinates (Å):
H 1.149 -1.608 0.939
H 2.070 1.652 -0.049
N 0.833 -0.074 -0.238
C -1.906 1.132 -0.403
H -2.168 -2.173 -0.113
O -1.440 -1.529 -0.151
H 0.604 1.690 0.785
H 2.538 -1.201 -0.230
H -2.234 1.271 -1.438
H -2.961 1.142 0.064
H -1.260 1.825 -0.039
B -1.205 -0.254 -0.223
C 1.425 1.006 0.540
H 1.864 0.556 1.486
H 1.235 -2.129 -0.771
C 1.456 -1.305 -0.158

=====

Formula: C20H42IN3O6RuSi4
Source: OMol25
Level of theory: wB97M-V/def2-TZVPD

Relative energy (zero: lowest compared OMol25 entry of this formula, charge and spin) (kJ/mol): 0.0
HOMO (spin up / spin down) (eV): -7.70 / -8.73
Spin multiplicity: 5
Net charge: 0
Frontier orbital gap (spin up / spin down) (eV): 7.83 / 7.10
Energy (eV): -80372.8959

Cartesian coordinates (Å):
H 1.036 1.919 -1.966
H -4.356 -0.807 2.234
C -4.086 -4.824 0.070
H -3.596 0.971 -3.232
Si -2.071 -2.007 -0.306
H -3.696 0.819 0.882
Ru 0.217 -0.090 -0.044
H 4.351 0.186 -2.329
C -1.508 -3.564 2.806
H -2.708 -0.530 -3.526
H -4.080 -1.871 3.615
C 1.708 -3.175 -0.104
H -4.592 -2.545 2.067
H -0.117 -0.638 2.664
H 3.981 1.579 1.175
H 3.289 1.059 -3.577
O -1.396 1.255 -0.143
C 3.402 0.625 -2.597
H -1.440 -6.423 -0.482
H -0.008 -3.274 -2.457
H 1.199 -1.984 -2.494
H -4.348 -5.841 -0.235
H -4.937 -2.281 -2.510
H 3.720 1.822 2.914
C -2.909 0.248 -2.785
C 3.268 1.459 1.992
H -1.555 4.750 0.872
H -1.524 0.425 2.463
C 0.153 -2.209 -2.272
H -1.345 -0.568 3.912
C 0.087 5.252 1.740
H -1.978 0.767 -2.552
H 2.462 -2.504 -0.507
C -1.120 -5.379 -0.425
Si -2.561 -4.256 -0.866
H -1.982 -4.172 -3.297
H -5.616 -2.019 -0.896
H -5.909 -0.848 -2.173
C 2.290 0.362 -1.825
H 2.042 -3.580 0.849
H -4.330 1.736 -0.457
O -1.116 5.543 1.299
H -1.575 -3.510 3.896
H 1.512 -3.997 -0.791
C -2.857 -4.469 -2.713
O 0.818 6.042 2.288
Si -2.160 -1.972 2.055
C 0.049 2.730 0.957
C 0.566 3.862 1.515
Si -3.654 -0.514 -1.240
H 3.038 0.400 2.093
H -0.731 -5.193 0.576
O -2.104 3.342 0.217
H -0.481 -1.651 -2.963
H -3.055 -5.522 -2.930
N 0.996 0.916 -2.156
C -0.226 -1.829 -0.866
N 1.811 3.502 1.958
C -3.967 -1.781 2.531
H -2.085 -4.432 2.481
C -1.255 2.456 0.309
C -5.158 -1.525 -1.756
N 0.971 1.717 1.046
H -3.916 -4.837 1.148
O 2.274 -0.305 -0.740
H -0.301 -5.253 -1.134
O 0.492 -2.476 0.187
I 3.713 3.199 -1.568
C -1.197 -0.549 2.828
H -0.465 -3.730 2.532
H -3.708 -3.890 -3.073
H -5.330 0.476 0.291
H 0.787 0.808 -3.143
H -4.946 -4.184 -0.132
C -4.315 0.742 -0.009
H 2.445 4.155 2.396
C 2.025 2.202 1.674

=====

Formula: C5H5F3Si
Source: OMol25
Level of theory: wB97M-V/def2-TZVPD

HOMO (eV): -9.27
SMILES: F[Si](F)(F)C1C=CC=C1
Net charge: 0
Frontier orbital gap (eV): 10.04
Energy (eV): -21300.5011

Cartesian coordinates (Å):
H 0.270 0.022 2.865
H -2.274 0.394 1.711
H 1.967 0.426 0.884
C 0.888 0.246 0.842
F -0.429 -0.883 -2.696
H -1.956 0.323 -0.887
F 0.508 -2.254 -0.765
F 2.116 -0.767 -2.248
C -1.232 0.552 -0.104
H 0.566 1.605 -0.715
C -1.314 0.408 1.206
C 0.260 0.553 -0.395
Si 0.624 -0.920 -1.539
C 0.005 0.296 1.842

=====

Formula: C4H9NO
Source: OMol25
Level of theory: wB97M-V/def2-TZVPD

Relative energy (zero: lowest compared OMol25 entry of this formula, charge and spin) (kJ/mol): 699.3
HOMO (eV): -7.65
Net charge: 0
Frontier orbital gap (eV): 8.54
Energy (eV): -7825.0725

Cartesian coordinates (Å):
H -0.976 -0.759 -1.528
C 0.935 -0.218 1.911
H 0.020 1.318 -0.640
H -0.396 -0.205 0.955
H 1.847 -0.741 -2.247
H 1.746 -0.714 2.436
O 1.507 -0.064 -1.650
C -0.584 0.683 0.019
H -1.067 1.374 0.724
C 0.962 -0.123 0.533
H 0.322 0.464 2.484
H -2.233 -0.740 -0.273
C -1.549 -0.117 -0.858
H -2.149 0.561 -1.473
N 1.615 -0.719 -0.392

=====

Formula: C16H15O7S8SbTc
Source: OMol25
Level of theory: wB97M-V/def2-TZVPD

Relative energy (zero: lowest compared OMol25 entry of this formula, charge and spin) (kJ/mol): 213.8
HOMO (spin up / spin down) (eV): -1.94 / -1.97
Spin multiplicity: 2
Net charge: -2
Frontier orbital gap (spin up / spin down) (eV): 5.92 / 5.94
Energy (eV): -126586.6778

Cartesian coordinates (Å):
C -2.986 2.620 -2.209
O -0.590 0.699 1.416
H 0.652 -0.418 -5.102
O 2.015 -0.274 1.607
O 1.136 2.388 0.899
C -1.359 -2.179 0.522
H 0.300 0.694 -3.744
H -0.998 -0.344 -4.390
C 1.823 0.858 5.229
S 0.003 2.036 1.718
C 0.831 3.016 5.535
S 1.703 -0.665 3.000
H -4.477 1.120 -2.587
O 0.338 -1.298 2.986
C 1.539 1.944 6.045
Sb 2.676 -5.239 -1.724
H 0.437 -3.875 -3.648
H 2.381 0.008 5.596
H -3.632 3.449 -2.474
H -0.724 -2.875 -4.602
C -3.454 1.313 -2.287
C -1.313 0.480 -1.516
O -0.762 -1.738 -2.155
H 0.618 3.875 6.161
S 1.681 -2.534 -0.652
C -2.626 0.252 -1.953
H -1.309 3.866 -1.702
S 4.239 -4.134 -2.964
O -1.040 3.029 1.809
S 1.277 -3.326 1.151
H -0.198 3.808 3.813
C 0.070 -0.268 -4.193
H 1.051 -2.851 -4.957
C -0.430 -0.646 -1.179
C 0.283 -2.934 -4.189
C -1.683 2.853 -1.790
C 1.401 0.841 3.908
C -0.853 1.796 -1.453
H -2.998 -0.764 -1.997
C 0.647 1.906 3.398
S 0.535 -1.586 -3.071
C 0.383 2.992 4.221
Tc 0.147 -1.253 0.752
H 0.162 1.983 -1.134
O 2.729 -1.363 3.711
S 1.168 -6.179 -3.186
S -2.659 -3.030 0.302
H 1.864 1.943 7.078

=====

Formula: C4H12BrO2
Source: OMol25
Level of theory: wB97M-V/def2-TZVPD

Relative energy (zero: lowest compared OMol25 entry of this formula, charge and spin) (kJ/mol): 11.1
HOMO (eV): -4.51
Net charge: -1
Frontier orbital gap (eV): 8.29
Energy (eV): -78482.6006

Cartesian coordinates (Å):
C -0.277 -1.310 3.511
O 1.669 -0.216 2.582
H -0.748 0.540 -4.591
Br 1.452 -1.240 -0.586
H -0.582 -1.491 2.480
H -1.216 2.324 -2.174
H -0.618 -2.145 4.131
C -0.676 0.707 -3.508
H 1.603 -0.645 1.703
H -1.176 -0.136 -3.024
H 1.503 -0.620 4.548
H -0.809 -0.401 3.806
C 1.232 -1.081 3.594
C -1.357 2.042 -3.216
H 0.871 0.152 -2.388
H -2.415 1.991 -3.493
O 0.670 0.769 -3.121
H 1.758 -2.047 3.583
H -0.885 2.808 -3.835

=====

Formula: C26H43CoF5P2
Source: OMol25
Level of theory: wB97M-V/def2-TZVPD

Relative energy (zero: lowest compared OMol25 entry of this formula, charge and spin) (kJ/mol): 355.5
HOMO (spin up / spin down) (eV): -9.75 / -10.76
Spin multiplicity: 5
Net charge: +1
Frontier orbital gap (spin up / spin down) (eV): 7.80 / 6.19
Energy (eV): -97439.4502

Cartesian coordinates (Å):
H 0.511 -2.029 2.271
H 1.657 -3.234 -1.059
C -2.936 2.196 0.994
H -1.862 -0.007 -2.733
C -2.027 1.006 -2.344
H -5.298 -0.246 1.612
P -0.911 -1.855 0.301
H -0.314 -3.460 -1.446
H 3.905 0.937 -3.137
H -1.875 4.235 -0.692
H -4.430 -1.547 -0.240
H -4.132 3.906 1.430
H 5.497 -1.708 -0.936
C 0.696 -1.956 1.189
C 1.646 -0.736 0.916
C -1.980 2.195 -0.040
H 4.142 0.119 1.039
H -4.870 1.095 2.699
H 5.290 -1.880 0.789
H 4.527 -1.965 -2.743
C -1.205 3.394 -0.444
C -4.207 -0.709 -0.916
C -3.369 0.325 -0.266
C 4.285 0.173 -2.447
C -0.586 0.636 2.613
C -2.057 -2.881 1.203
C 1.255 1.095 -1.665
P 1.432 0.990 0.155
C 3.938 0.555 -1.036
H 2.162 2.133 2.127
H 1.181 -2.891 0.872
H -0.568 3.211 -1.313
H 2.278 -0.612 1.805
C 3.738 -1.207 -2.882
F -2.547 -0.791 3.134
H 3.354 -3.093 0.676
H -1.191 1.645 -2.643
C 3.701 -2.805 -0.327
C -0.836 -2.496 -1.407
H 3.275 2.449 0.767
F -0.449 2.020 2.684
H 3.568 -1.184 -3.977
C -1.750 0.233 3.585
C 2.222 2.321 1.042
H 5.380 0.175 -2.596
H 1.197 2.146 -1.971
H -1.910 -2.726 2.273
H 2.092 0.647 -2.189
C 4.197 -0.262 0.008
H -3.740 -1.110 -1.822
H 2.307 -1.085 0.127
H -3.085 -2.598 0.954
C 4.736 -1.657 -0.142
Co -0.472 0.212 0.365
C -2.218 0.999 -0.866
H -3.516 3.066 2.851
H -5.836 1.407 1.247
H -1.899 -3.938 0.960
H 4.241 -3.686 -0.719
H 3.786 1.629 -0.882
H -1.865 -2.620 -1.773
F 0.569 0.127 3.205
F -2.596 1.278 3.804
H -2.929 1.408 -2.833
H -0.563 3.736 0.384
H -5.183 -0.288 -1.216
C -4.999 0.810 1.645
H 1.544 -1.427 -2.762
C -3.266 3.366 1.835
C 2.461 -1.648 -2.208
H -2.427 4.065 1.887
F -1.301 -0.160 4.806
H -0.325 -1.779 -2.064
C 2.484 -2.529 -1.188
H 0.361 0.561 -2.013
C -3.762 1.050 0.870
H 1.677 3.251 0.814